# 1
ORCA calculation (ωB97M-V/def2-TZVPD) on a cluster of 2 separate species, C2H5Br2N in total.

```
! wB97M-V def2-TZVPD RIJCOSX def2/J DEFGRID3
* xyz 0 1
C -0.20 0.55 1.03
C -0.78 1.02 -0.24
N -1.30 0.47 -1.25
Br -1.24 -1.52 -1.15
Br 2.91 -1.46 -0.75
H -0.53 1.27 1.74
H -0.68 -0.37 1.31
H 0.86 0.31 0.80
H 1.82 -2.39 -1.27
H -0.85 2.12 -0.22
*
```

- relative energy (zero: lowest compared OMol25 entry of this formula, charge and spin) (eV) = 0.212
- E_LUMO (eV) = 0.0
- SMILES = C/C=N\Br.Br

# 2
ORCA calculation (ωB97M-V/def2-TZVPD) on a structure of composition C2H5Br3NO.

```
! wB97M-V def2-TZVPD RIJCOSX def2/J DEFGRID3
* xyz 1 1
C -0.84 -0.22 -0.95
C -1.98 -0.99 -0.49
N 0.04 0.25 0.05
O -3.10 0.41 0.95
Br -3.17 -1.41 -1.78
Br -1.85 -2.09 1.05
Br -3.11 2.27 1.20
H -1.16 0.52 -1.84
H -0.25 -0.93 -1.53
H 0.08 1.24 0.17
H 0.33 -0.30 0.93
H -3.72 0.10 1.58
*
```

- relative energy (zero: lowest compared OMol25 entry of this formula, charge and spin) (eV) = 4.184
- E_LUMO (eV) = -6.5

# 3
ORCA calculation (ωB97M-V/def2-TZVPD) on the molecule C2H5BrClN.

```
! wB97M-V def2-TZVPD RIJCOSX def2/J DEFGRID3
* xyz 0 1
C 0.33 -0.23 -0.26
C 0.01 -0.03 1.17
N -0.44 0.87 -1.08
Cl 0.03 0.78 -2.80
Br 1.03 -1.22 2.29
H -0.10 -1.16 -0.66
H 1.31 0.03 -0.44
H -1.05 -0.36 1.59
H 0.18 0.96 1.46
H -1.29 0.36 -1.25
*
```

- relative energy (zero: lowest compared OMol25 entry of this formula, charge and spin) (eV) = 2.123
- E_LUMO (eV) = 0.4
- SMILES = ClNCCBr

# 4
ORCA calculation (ωB97M-V/def2-TZVPD) on a cluster of 2 separate species, C2H5BrNO in total.

```
! wB97M-V def2-TZVPD RIJCOSX def2/J DEFGRID3
* xyz -1 1
C -0.19 -0.27 -0.41
C 0.68 0.65 0.40
N 0.08 1.26 1.48
O 0.68 2.16 2.15
Br -2.35 -1.17 2.33
H 0.40 -1.01 -1.16
H -0.94 0.23 -0.95
H -0.78 -0.78 0.25
H 1.71 0.82 0.06
H -0.93 0.96 1.64
*
```

- relative energy (zero: lowest compared OMol25 entry of this formula, charge and spin) (eV) = 0.000
- E_LUMO (eV) = 4.0

# 5
ORCA calculation (ωB97M-V/def2-TZVPD) on the molecule C2H5BrO.

```
! wB97M-V def2-TZVPD RIJCOSX def2/J DEFGRID3
* xyz 0 1
C -0.68 -0.34 0.85
C 0.63 0.10 -0.32
O 0.72 1.30 -0.92
Br 0.65 -1.42 -1.68
H -1.37 0.38 0.81
H -0.96 -1.34 0.46
H -0.23 -0.27 1.83
H 1.45 0.04 0.30
H -0.20 1.55 -1.33
*
```

- relative energy (zero: lowest compared OMol25 entry of this formula, charge and spin) (eV) = 1.210
- E_LUMO (eV) = 0.7
- SMILES = C[C@H](O)Br

# 6
ORCA calculation (ωB97M-V/def2-TZVPD) on the molecule C2H5BrOS.

```
! wB97M-V def2-TZVPD RIJCOSX def2/J DEFGRID3
* xyz 0 1
C 1.24 -0.46 0.09
C -1.36 1.10 -0.27
O -0.35 0.26 -2.33
S 0.22 1.04 -1.23
Br -0.95 1.96 1.44
H 2.00 -0.04 0.63
H 1.31 -1.24 -0.57
H 0.51 -0.75 0.78
H -2.12 1.73 -0.72
H -1.83 0.24 -0.16
*
```

- relative energy (zero: lowest compared OMol25 entry of this formula, charge and spin) (eV) = 2.377
- E_LUMO (eV) = 0.4

# 7
ORCA calculation (ωB97M-V/def2-TZVPD) on a structure of composition C2H5BrS3.

```
! wB97M-V def2-TZVPD RIJCOSX def2/J DEFGRID3
* xyz 0 1
C 1.14 0.68 -0.09
C -1.05 -0.81 0.71
S 2.20 -0.72 -0.21
S -0.31 0.68 1.10
S -1.61 -0.62 -1.64
Br -2.96 1.05 -1.61
H 1.69 1.53 0.36
H 0.62 1.10 -0.98
H -2.00 -1.03 1.03
H -0.43 -1.65 0.44
H 2.71 -0.23 0.90
*
```

- relative energy (zero: lowest compared OMol25 entry of this formula, charge and spin) (eV) = 0.000
- E_LUMO (eV) = -0.4

# 8
ORCA calculation (ωB97M-V/def2-TZVPD) on the molecule C2H5BrSe.

```
! wB97M-V def2-TZVPD RIJCOSX def2/J DEFGRID3
* xyz 0 1
C -0.11 0.22 0.25
C 1.03 -0.62 -0.29
Se 0.06 2.18 -0.01
Br 2.98 -0.16 0.05
H -1.00 0.01 -0.33
H -0.30 0.25 1.37
H 0.93 -0.35 -1.30
H 1.05 -1.66 -0.29
H 0.90 2.28 -1.15
*
```

- relative energy (zero: lowest compared OMol25 entry of this formula, charge and spin) (eV) = 0.483
- E_LUMO (eV) = 0.6
- SMILES = [SeH]CCBr

# 9
ORCA calculation (ωB97M-V/def2-TZVPD) on a cluster of 2 separate species, C2H5BrSi in total.

```
! wB97M-V def2-TZVPD RIJCOSX def2/J DEFGRID3
* xyz 0 1
C 0.74 -0.62 0.66
C 0.62 0.60 -0.40
Si -1.01 -0.30 -0.04
Br -2.79 0.72 0.99
H 1.35 -1.55 0.35
H 1.02 -0.21 1.59
H 0.89 1.68 0.03
H 1.30 0.43 -1.34
H -2.12 -0.74 -1.86
*
```

- relative energy (zero: lowest compared OMol25 entry of this formula, charge and spin) (eV) = 3.007
- E_LUMO (eV) = -0.8

# 10
ORCA calculation (ωB97M-V/def2-TZVPD) on a structure of composition C2H5CdMgO3.

```
! wB97M-V def2-TZVPD RIJCOSX def2/J DEFGRID3
* xyz 0 2
O 1.35 1.00 -1.13
C 0.80 2.00 -0.33
C -0.61 1.68 0.19
O -0.67 0.32 0.50
Cd -0.94 -1.24 1.58
H 0.78 2.98 -0.83
H 1.46 2.10 0.56
H -1.40 1.89 -0.56
H -0.85 2.33 1.06
Mg 0.41 -0.64 -0.87
O -0.14 -2.25 0.05
H 0.04 -3.18 -0.06
*
```

- relative energy (zero: lowest compared OMol25 entry of this formula, charge and spin) (eV) = 0.041
- E_LUMO (spin up / spin down) (eV) = -0.4 / -0.9

# 11
ORCA calculation (ωB97M-V/def2-TZVPD) on a cluster of 2 separate species, C2H5ClIN3O in total.

```
! wB97M-V def2-TZVPD RIJCOSX def2/J DEFGRID3
* xyz 2 1
C 0.93 -1.58 -0.06
C 1.56 0.76 -0.01
N 1.79 -0.64 0.07
N 0.19 -2.45 -0.16
N 0.40 1.21 -0.20
O -1.95 0.12 -0.15
Cl 3.00 1.65 0.20
I -3.61 1.01 -0.32
H 2.76 -0.92 0.24
H -0.42 -3.24 -0.33
H -3.93 1.19 1.24
H -1.04 0.65 -0.24
H 0.33 2.22 -0.27
*
```

- E_LUMO (eV) = -8.8

# 12
ORCA calculation (ωB97M-V/def2-TZVPD) on the molecule C2H5ClN2.

```
! wB97M-V def2-TZVPD RIJCOSX def2/J DEFGRID3
* xyz 0 1
C 0.88 -0.67 -0.14
C -1.24 0.75 0.10
N 1.59 0.36 0.22
N -0.51 -0.55 -0.25
Cl 3.25 0.10 0.12
H 1.31 -1.62 -0.31
H -0.59 1.59 -0.29
H -2.20 0.66 -0.29
H -1.33 0.76 1.17
H -1.15 -1.38 -0.34
*
```

- relative energy (zero: lowest compared OMol25 entry of this formula, charge and spin) (eV) = 1.400
- E_LUMO (eV) = 0.9
- SMILES = CN/C=N/Cl

# 13
ORCA calculation (ωB97M-V/def2-TZVPD) on the molecule C2H5ClN2O.

```
! wB97M-V def2-TZVPD RIJCOSX def2/J DEFGRID3
* xyz 0 1
C -0.40 0.97 -0.26
C 1.25 -0.70 0.45
N -1.06 1.33 -1.34
N -0.19 -0.44 0.05
O -0.13 1.78 0.58
Cl -0.68 -1.53 -1.25
H 1.89 0.21 0.24
H 1.36 -0.97 1.54
H 1.66 -1.64 -0.06
H -1.13 0.71 -2.14
H -1.52 2.25 -1.49
*
```

- relative energy (zero: lowest compared OMol25 entry of this formula, charge and spin) (eV) = 0.478
- E_LUMO (eV) = 0.6
- SMILES = CN(Cl)C(N)=O

# 14
ORCA calculation (ωB97M-V/def2-TZVPD) on the molecule C2H5ClN2O.

```
! wB97M-V def2-TZVPD RIJCOSX def2/J DEFGRID3
* xyz 0 1
C -2.27 0.00 0.57
C 1.11 -0.73 -0.32
N -1.41 1.32 0.34
N -1.09 -0.02 -0.19
O -0.10 -0.68 0.42
Cl -3.83 -0.34 -0.30
H -2.29 -0.52 1.60
H 1.81 -1.27 0.23
H 1.42 0.28 -0.23
H 0.80 -1.19 -1.17
H -1.77 1.90 -0.45
*
```

- relative energy (zero: lowest compared OMol25 entry of this formula, charge and spin) (eV) = 4.197
- E_LUMO (eV) = 1.1
- SMILES = CON1N[C@H]1Cl

# 15
ORCA calculation (ωB97M-V/def2-TZVPD) on the ion C2H5ClNO2S with charge -1.

```
! wB97M-V def2-TZVPD RIJCOSX def2/J DEFGRID3
* xyz -1 1
C 1.06 -0.05 -1.10
C 0.72 0.41 0.34
N -0.75 0.72 0.46
O -0.95 -1.81 0.55
O -3.10 -0.50 0.24
S -1.68 -0.68 -0.14
Cl -0.88 1.48 2.25
H 0.34 0.34 -1.69
H 2.11 0.17 -1.28
H 0.87 -1.15 -1.11
H 1.14 -0.38 1.06
H 1.14 1.44 0.43
*
```

- relative energy (zero: lowest compared OMol25 entry of this formula, charge and spin) (eV) = 2.098
- E_LUMO (eV) = 3.6

# 16
ORCA calculation (ωB97M-V/def2-TZVPD) on a structure of composition C2H5ClNOP.

```
! wB97M-V def2-TZVPD RIJCOSX def2/J DEFGRID3
* xyz 0 1
C 0.67 0.04 0.45
C 0.42 0.51 -1.06
N -0.60 0.14 1.21
O -0.77 0.04 -1.53
P -1.84 -0.58 0.35
Cl -1.30 -2.52 0.24
H 1.01 -1.07 0.48
H 1.43 0.57 0.92
H 0.45 1.56 -1.00
H 1.37 0.25 -1.77
H -0.84 1.05 1.70
*
```

- relative energy (zero: lowest compared OMol25 entry of this formula, charge and spin) (eV) = 1.764
- E_LUMO (eV) = -0.1

# 17
ORCA calculation (ωB97M-V/def2-TZVPD) on a cluster of 2 separate species, C2H5ClNS in total.

```
! wB97M-V def2-TZVPD RIJCOSX def2/J DEFGRID3
* xyz 1 1
C -0.11 1.74 -0.40
C -1.34 0.96 -0.39
N -0.16 0.51 0.51
S 0.86 2.82 -0.88
Cl 2.21 -0.55 -0.98
H -1.67 0.18 -1.04
H -2.03 1.26 0.31
H 3.01 -1.13 -0.16
H 0.32 -0.42 0.18
H -0.39 0.70 1.53
*
```

- relative energy (zero: lowest compared OMol25 entry of this formula, charge and spin) (eV) = 1.543
- E_LUMO (eV) = -5.5

# 18
ORCA calculation (ωB97M-V/def2-TZVPD) on a cluster of 2 separate species, C2H5ClNS in total.

```
! wB97M-V def2-TZVPD RIJCOSX def2/J DEFGRID3
* xyz 1 1
C 0.08 -1.03 -1.88
C -0.25 0.14 0.49
N 0.75 -0.34 1.09
S -0.23 -0.75 -3.49
Cl 1.20 -2.26 -1.46
H -0.99 -0.56 0.31
H -0.31 1.28 0.32
H -1.07 0.18 -3.05
H 0.55 -1.21 1.63
H 1.70 0.06 1.11
*
```

- relative energy (zero: lowest compared OMol25 entry of this formula, charge and spin) (eV) = 2.285
- E_LUMO (eV) = -4.8

# 19
ORCA calculation (ωB97M-V/def2-TZVPD) on a structure of composition C2H5ClNS.

```
! wB97M-V def2-TZVPD RIJCOSX def2/J DEFGRID3
* xyz 1 1
C -0.97 0.56 -0.90
C 1.42 -0.60 1.26
N 0.64 0.24 0.83
S -1.52 -0.78 -1.71
Cl -0.32 1.55 -2.08
H 0.95 -1.55 1.23
H 2.52 -0.55 1.61
H -2.33 -1.28 -0.71
H -1.43 1.22 -0.09
H 1.03 1.17 0.57
*
```

- relative energy (zero: lowest compared OMol25 entry of this formula, charge and spin) (eV) = 2.175
- E_LUMO (spin up / spin down) (eV) = -6.3 / -6.3

# 20
ORCA calculation (ωB97M-V/def2-TZVPD) on a cluster of 2 separate species, C2H5ClOS in total.

```
! wB97M-V def2-TZVPD RIJCOSX def2/J DEFGRID3
* xyz 0 1
C -2.26 0.10 -0.50
C -1.44 -0.59 0.25
O 2.28 1.21 -0.06
S 3.59 0.32 -0.28
Cl 3.04 -1.52 0.26
H -1.94 1.15 -0.64
H -2.89 -0.49 -1.17
H 2.09 1.51 0.93
H -0.90 -0.05 1.06
H -1.58 -1.63 0.16
*
```

- relative energy (zero: lowest compared OMol25 entry of this formula, charge and spin) (eV) = 1.995
- E_LUMO (eV) = 0.3
- SMILES = OSCl.C=C

no.,molar mass (g/mol),largest force on an atom (eV Å⁻¹)
1,202.88,2.06
2,298.78,2.97
3,158.43,3.85
4,138.97,4.97
5,124.96,5.95
6,157.03,5.15
7,205.17,3.93
8,187.93,2.57
9,137.05,3.33
10,213.78,5.61
11,249.44,3.11
12,92.53,4.06
13,108.53,4.04
14,108.53,3.37
15,142.59,3.96
16,125.49,3.07
17,110.59,2.87
18,110.59,3.75
19,110.59,5.30
20,112.58,3.20